DFT (ωB97M-V/def2-TZVPD) results for an isolated molecule of C17H33NO2.

Orbital gap in eV: 8.97
Structure (SMILES): COC(=O)CCCCCCCCCCN1CCCCC1
Maximum force in eV/Å: 0.4
Net charge: 0
ΔE to the lowest compared entry with this formula, charge and spin in eV: 0.315

Geometry (Å):
1 C -7.5283 -0.8890 0.6653
2 O -6.5287 -0.9293 -0.3438
3 C -5.2860 -1.2227 0.0633
4 O -5.0000 -1.4393 1.2107
5 C -4.3232 -1.2476 -1.1007
6 C -3.0712 -0.4259 -0.7863
7 C -3.3956 1.0615 -0.6626
8 C -2.1543 1.9343 -0.4744
9 C -1.4811 1.7319 0.8827
10 C -0.2850 2.6663 1.1121
11 C 1.0751 2.0343 0.8082
12 C 1.2729 1.6662 -0.6610
13 C 2.7195 1.2994 -0.9925
14 C 3.1926 0.0319 -0.2754
15 N 4.3940 -0.4962 -0.8997
16 C 4.5993 -1.9184 -0.7060
17 C 5.0761 -2.2881 0.7043
18 C 6.3689 -1.5384 1.0156
19 C 6.1527 -0.0395 0.8234
20 C 5.6094 0.2327 -0.5860
21 H -8.4593 -0.6402 0.1630
22 H -7.6059 -1.8588 1.1607
23 H -7.2811 -0.1326 1.4129
24 H -4.8324 -0.8715 -1.9880
25 H -4.0430 -2.2899 -1.2697
26 H -2.6486 -0.7935 0.1490
27 H -2.3369 -0.5744 -1.5808
28 H -4.0741 1.2115 0.1803
29 H -3.9160 1.3836 -1.5686
30 H -1.4482 1.7279 -1.2794
31 H -2.4529 2.9823 -0.5593
32 H -1.1500 0.6981 0.9844
33 H -2.2302 1.9097 1.6576
34 H -0.2749 2.9775 2.1592
35 H -0.4063 3.5682 0.5079
36 H 1.8540 2.7452 1.0974
37 H 1.1948 1.1437 1.4280
38 H 0.6263 0.8262 -0.9198
39 H 0.9829 2.5193 -1.2794
40 H 2.8110 1.1266 -2.0665
41 H 3.3664 2.1398 -0.7340
42 H 3.3233 0.2406 0.7968
43 H 2.4136 -0.7290 -0.3738
44 H 3.6686 -2.4400 -0.9424
45 H 5.3571 -2.2358 -1.4310
46 H 4.3079 -2.0171 1.4319
47 H 5.2355 -3.3660 0.7672
48 H 6.6947 -1.7475 2.0373
49 H 7.1543 -1.8792 0.3357
50 H 5.4429 0.3260 1.5689
51 H 7.0899 0.5024 0.9617
52 H 5.4220 1.2991 -0.7186
53 H 6.3635 -0.0696 -1.3209